P | 21
Properties=species:S:1:pos:R:3:nbo_charge:R:1 method="wB97M-V/def2-TZVPD" homo_energy_ha=-0.35526
H -1.795 -1.082 2.078 0.34
N -1.704 -0.660 1.149 -0.66
C -0.461 -0.562 0.779 0.38
C 0.627 -1.159 1.648 -0.71
C -0.072 0.553 -0.308 -0.23
C 0.483 1.818 0.346 -0.60
C -1.274 0.889 -1.199 -0.61
C 0.988 -0.156 -1.127 0.70
N 0.529 -1.447 -1.432 -0.86
O 2.170 0.132 -1.212 -0.59
H 1.034 -0.395 2.315 0.23
H 1.444 -1.569 1.050 0.23
H 0.228 -1.978 2.254 0.22
H -0.268 2.264 1.010 0.22
H 1.384 1.619 0.936 0.22
H 0.769 2.560 -0.408 0.23
H -1.777 1.818 -0.910 0.23
H -2.078 0.145 -1.210 0.23
H -1.012 0.963 -2.260 0.21
H -0.431 -1.687 -1.647 0.40
H 1.215 -2.066 -1.850 0.40

=====

Q | 21
Properties=species:S:1:pos:R:3:nbo_charge:R:1 method="wB97M-V/def2-TZVPD" homo_energy_ha=-0.33961 smiles="NNC1(O)CC1.C=C=C"
N -0.056 -1.464 -2.379 -0.66
N 0.054 -0.327 -1.523 -0.48
C -0.886 -0.311 -0.442 0.34
O -0.778 -1.367 0.469 -0.73
C -2.268 0.177 -0.745 -0.43
C -1.326 1.036 0.053 -0.44
H -0.866 -1.319 -2.978 0.34
H -0.227 -2.309 -1.828 0.34
H 1.009 -0.321 -1.167 0.35
H -0.047 -1.182 1.080 0.48
H -2.485 0.471 -1.759 0.22
H -3.084 -0.302 -0.226 0.23
H -0.908 1.906 -0.427 0.22
H -1.509 1.146 1.111 0.22
C 1.509 -0.332 2.346 -0.55
C 1.904 0.596 1.531 0.12
C 2.301 1.518 0.717 -0.50
H 1.898 -1.337 2.297 0.23
H 0.810 -0.127 3.142 0.23
H 3.162 2.128 0.939 0.23
H 1.794 1.722 -0.212 0.23

=====

R | 21
Properties=species:S:1:pos:R:3:nbo_charge:R:1 method="wB97M-V/def2-TZVPD" homo_energy_ha=-0.30534 smiles=Cc1c[nH]cn1.CCO
C 0.325 3.734 -0.417 -0.64
C 0.639 2.290 -0.590 0.09
C 0.657 1.253 0.288 -0.12
N 1.498 0.280 -0.226 -0.56
C 1.866 0.761 -1.464 0.19
N 1.373 1.929 -1.722 -0.47
H 0.769 4.444 -1.105 0.24
H 0.550 4.023 0.612 0.21
H -0.753 3.937 -0.466 0.21
H 0.375 1.216 1.327 0.20
H 1.288 -0.715 -0.179 0.44
H 2.407 0.078 -2.097 0.18
C -2.008 -2.991 0.475 -0.64
C -0.960 -2.046 1.007 -0.07
O 0.274 -2.182 0.297 -0.74
H -2.493 -2.617 -0.425 0.22
H -2.748 -3.244 1.232 0.22
H -1.614 -3.966 0.190 0.21
H -1.240 -1.013 0.792 0.19
H -0.842 -2.102 2.078 0.17
H 0.637 -3.068 0.393 0.48

=====

Going by the energies, P is most stable and the next is 0.522 eV up.

=====

P | 21
Properties=species:S:1:pos:R:3:nbo_charge:R:1 method="wB97M-V/def2-TZVPD" homo_energy_ha=-0.26085 smiles="C/C=C(N)/C(O)=C(/C)N"
C 0.516 -2.316 -0.380 -0.66
C 0.534 -1.017 0.360 -0.24
C 1.216 0.150 -0.108 0.07
N 2.496 0.149 -0.682 -0.84
C 0.322 1.179 -0.010 0.11
O 0.543 2.541 0.165 -0.70
C -1.003 0.630 0.068 0.26
C -1.961 1.094 1.133 -0.67
N -1.649 0.173 -1.092 -0.81
H 1.262 -2.338 -1.177 0.22
H 0.663 -3.189 0.263 0.21
H -0.470 -2.445 -0.863 0.20
H 0.190 -1.024 1.386 0.20
H 3.227 -0.275 -0.130 0.37
H 2.782 1.023 -1.100 0.38
H 1.324 2.663 0.719 0.47
H -1.436 1.298 2.066 0.22
H -2.471 2.009 0.817 0.23
H -2.729 0.340 1.323 0.21
H -2.347 -0.545 -0.931 0.36
H -1.009 -0.100 -1.827 0.38

=====

Q | 21
Properties=species:S:1:pos:R:3:nbo_charge:R:1 method="wB97M-V/def2-TZVPD" homo_energy_ha=-0.31256 smiles="C=CNC(C)(C)C(N)=O"
C -2.450 -1.333 1.075 -0.45
C -1.878 -0.156 0.861 -0.02
N -0.856 0.202 -0.418 -0.67
C 0.474 0.053 0.026 0.13
C 0.979 -1.373 0.143 -0.66
C 0.885 0.935 1.188 -0.65
C 1.311 0.762 -1.499 0.67
N 0.585 1.602 -2.280 -0.85
O 2.496 0.554 -1.693 -0.64
H -2.145 -2.229 0.541 0.20
H -3.271 -1.451 1.780 0.22
H -2.128 0.743 1.419 0.20
H -1.052 -0.530 -1.103 0.36
H 0.561 -2.019 -0.634 0.20
H 0.741 -1.803 1.120 0.21
H 2.067 -1.384 0.019 0.24
H 0.568 0.507 2.143 0.21
H 1.976 1.022 1.222 0.24
H 0.453 1.934 1.095 0.22
H 1.037 2.128 -3.018 0.40
H -0.353 1.836 -1.987 0.42

=====

Going by the energies, Q is most stable and the next is 0.915 eV up.

=====

P | 21
Properties=species:S:1:pos:R:3:nbo_charge:R:1 method="wB97M-V/def2-TZVPD" homo_energy_ha=-0.31698 smiles="CC(C)ON1C=NCC1"
C 2.544 -1.144 0.466 -0.62
C 1.567 0.027 0.324 0.08
C 2.310 1.344 -0.098 -0.64
O 0.687 -0.515 -0.750 -0.40
N -0.668 -0.122 -0.718 -0.15
C -0.988 1.034 -0.048 0.20
N -2.152 1.128 0.442 -0.43
C -2.688 -0.277 0.327 -0.28
C -1.543 -1.184 -0.114 -0.25
H 3.128 -1.195 -0.474 0.22
H 1.939 -2.017 0.675 0.22
H 3.141 -0.930 1.380 0.21
H 1.022 0.150 1.285 0.18
H 2.813 1.084 -1.011 0.22
H 1.669 2.185 -0.336 0.21
H 3.051 1.600 0.694 0.22
H -0.289 1.872 -0.172 0.19
H -3.157 -0.606 1.262 0.21
H -3.471 -0.212 -0.454 0.20
H -1.819 -1.988 -0.819 0.22
H -1.006 -1.661 0.758 0.18

=====

Q | 21
Properties=species:S:1:pos:R:3:nbo_charge:R:1 method="wB97M-V/def2-TZVPD" homo_energy_ha=-0.31607 smiles="[H]/N=C(/C)OC(=C)N(C)C"
H -1.938 0.577 -1.237 0.35
N -1.948 1.258 -0.478 -0.66
C -0.799 1.392 0.047 0.60
C -0.516 2.399 1.118 -0.70
O 0.522 1.319 -0.804 -0.55
C 0.786 0.000 -0.939 0.46
C 1.520 -0.476 -1.955 -0.53
N 0.134 -0.772 0.067 -0.50
C -0.704 -1.891 -0.372 -0.39
C 0.739 -0.942 1.385 -0.40
H -1.137 2.198 1.994 0.23
H 0.539 2.377 1.393 0.23
H -0.729 3.397 0.731 0.25
H 1.830 0.188 -2.751 0.22
H 1.758 -1.527 -2.030 0.21
H -1.290 -2.296 0.457 0.21
H -0.093 -2.705 -0.770 0.18
H -1.362 -1.571 -1.183 0.20
H 0.297 -1.750 1.975 0.21
H 0.570 -0.065 2.011 0.19
H 1.819 -1.111 1.341 0.20

=====

Going by the energies, Q is most stable and the next is 0.219 eV up.